(1)
Molecular formula: C15H24AlI2N2O3S2Sc
Method: DFT, the ωB97M-V functional and the def2-TZVPD basis

Geometry as XYZ:
```
50
Properties=species:S:1:pos:R:3
I -0.293 -3.184 -0.139
H -2.010 2.851 1.734
H 5.470 -0.186 -0.792
H 3.971 0.739 -0.885
H 3.455 -0.190 -3.228
H -3.309 0.011 -2.831
C 4.277 -2.725 -0.996
C 4.388 -0.232 -0.599
H -4.795 -1.437 0.327
S -1.277 0.000 -0.640
H -3.487 1.347 0.699
N -1.602 1.349 4.021
H -3.399 -1.074 1.331
H -3.345 1.878 -0.980
H -0.620 2.176 0.867
C -0.996 2.434 1.877
H -2.031 2.202 4.380
C -3.772 1.108 -0.328
C -3.306 -0.286 -0.690
Sc 0.601 0.626 -2.113
C 2.026 2.305 -1.267
I -0.325 -1.313 -4.073
H -4.862 1.164 -0.383
C -3.703 -1.331 0.316
C -1.048 1.278 2.800
H -0.595 -1.749 3.822
H 3.736 -3.506 -1.543
C -1.532 0.106 4.638
H -1.849 -0.031 5.663
C 3.854 -1.162 -2.903
H 4.217 -0.371 0.474
N -0.567 0.041 2.615
O 2.629 3.254 -0.968
H -3.236 -1.670 -2.345
H -0.361 3.236 2.293
O 2.423 1.565 1.717
H 3.267 -1.932 -3.424
C -0.894 -0.709 3.759
H 5.348 -2.824 -1.219
H -3.269 -2.304 0.074
C 3.751 -1.351 -1.396
S 1.919 -1.283 -0.964
O -0.863 3.675 -1.513
H 4.151 -2.892 0.077
H 4.903 -1.219 -3.240
H -4.770 -0.778 -2.180
C 1.574 1.023 1.138
Al 0.200 -0.596 0.928
C -3.677 -0.702 -2.090
C -0.369 2.669 -1.822
```

Properties
Energy above the lowest of the compared OMol25 structures with the same formula, charge and spin: 0.000 eV
Net charge: +4
HOMO energy (alpha / beta): -20.5595 / -20.7257 eV
Strongest force on any atom: 6.95 eV Å⁻¹
Lowest unoccupied orbital energy (alpha / beta): -16.95 / -16.76 eV
Orbital gap (alpha / beta): 3.605 / 3.967 eV

***

(2)
Molecular formula: C10H13NO2S
Method: DFT, the ωB97M-V functional and the def2-TZVPD basis

Geometry as XYZ:
```
27
Properties=species:S:1:pos:R:3
H 4.440 -2.128 0.154
C -2.573 0.542 0.546
H -1.013 1.909 1.380
H -2.889 -0.456 0.454
C -2.301 1.051 -0.837
C 1.477 -1.019 -0.973
C -1.197 0.709 1.238
C 2.722 -1.582 -0.971
H 1.438 0.239 2.193
C 2.860 -1.080 1.383
H 3.423 -1.163 2.328
O 1.608 2.604 -0.305
H -3.084 0.830 -1.498
C 3.399 -1.622 0.239
O 3.453 1.322 -1.159
H -3.496 1.185 0.957
H 0.855 -1.213 -1.852
H -1.520 -0.750 -1.460
N -0.345 0.145 0.152
C 0.970 -0.345 0.121
H 3.084 -2.068 -1.856
H -1.050 0.199 2.220
H -0.463 0.525 -1.972
C -1.054 0.192 -1.122
S 2.742 1.789 0.011
H -2.038 2.173 -0.811
C 1.667 -0.433 1.397
```

Properties
Energy above the lowest of the compared OMol25 structures with the same formula, charge and spin: 2.488 eV
HOMO energy: -7.6968 eV
Strongest force on any atom: 4.29 eV Å⁻¹
Lowest unoccupied orbital energy: -0.28 eV
Orbital gap: 7.415 eV

***

(3)
Molecular formula: C21H45F3N3O15
Method: DFT, the ωB97M-V functional and the def2-TZVPD basis

Geometry as XYZ:
```
87
Properties=species:S:1:pos:R:3
H -1.255 -2.436 -3.345
H -0.481 3.801 1.304
O 3.851 0.282 -0.855
O 2.095 1.695 -1.199
H -0.980 -5.276 1.709
F -4.083 1.486 0.989
C -3.494 3.113 -0.765
C -2.218 -4.455 0.103
N -1.987 1.618 -4.311
H 3.960 -4.770 -0.532
H 2.394 -4.474 -0.990
O 2.972 -1.327 1.904
N -0.732 1.083 -0.221
H 4.469 -2.427 0.918
H 3.671 -3.341 2.260
H 1.986 -3.903 1.140
C 4.902 0.788 -2.870
H 5.992 2.313 -4.146
H 0.758 3.075 5.727
C 3.552 -2.580 1.488
H -1.161 1.908 -4.815
F -3.905 3.455 1.488
H -1.698 2.650 6.234
O -2.014 1.899 4.309
H -1.123 -4.911 -1.808
H -2.968 -0.649 -1.903
H 0.602 2.294 7.245
C -0.601 -1.785 -2.764
C 3.296 -3.926 -0.719
H -0.367 -2.319 -1.844
C 0.747 2.086 6.185
O 1.834 -2.133 0.124
H 0.229 5.246 0.592
H -3.997 0.489 -1.932
O -1.185 -0.559 -2.512
H -2.163 0.962 6.115
H -2.408 2.365 -3.778
H 4.553 0.066 -3.608
H -2.569 1.160 -4.999
H -2.870 -4.578 -1.985
O -0.933 -3.332 1.634
O -2.324 -3.075 -0.028
O -1.237 1.336 2.332
H -4.167 -1.017 -2.737
C 3.188 1.233 -1.551
C -0.918 -4.509 0.936
C 2.598 -3.230 0.538
H 6.887 0.897 -3.691
H -1.305 1.880 -0.457
C -1.743 -2.436 1.042
F -5.674 2.860 0.393
O -2.096 3.299 -0.399
H -3.958 4.031 -1.126
H 1.716 1.589 6.125
H -2.126 5.263 0.301
H -1.696 0.921 -3.641
H -0.340 0.220 6.055
C -1.102 1.457 3.500
C -0.264 4.302 0.361
C 5.068 0.027 -1.603
C 1.919 -1.109 1.092
H -0.945 0.585 -1.073
H 6.527 2.160 -2.487
H -2.393 -6.028 -1.256
H 0.254 1.239 -0.371
O -2.005 -1.282 1.309
H -0.039 -4.708 0.322
O 3.871 1.677 -2.590
H -4.217 -0.836 -0.955
H -1.365 5.082 -1.343
N -3.969 -0.519 -1.881
H 0.398 3.753 -0.308
C -1.563 4.620 -0.375
C -2.100 -4.981 -1.329
C -0.282 1.196 5.574
H 0.279 -1.593 -3.378
H -1.051 0.559 0.582
O 1.135 -0.127 1.135
O -3.431 2.198 -1.852
C 6.134 1.599 -3.334
H -3.119 -4.838 0.583
H 3.686 -3.364 -1.568
C -4.337 2.731 0.535
C -1.604 1.756 5.619
H 5.828 0.371 -0.902
H 5.223 -1.025 -1.843
O -0.012 1.183 4.175
```

Properties
Net charge: +1
HOMO energy: -10.2773 eV
Strongest force on any atom: 5.86 eV Å⁻¹
Lowest unoccupied orbital energy: -2.11 eV
Orbital gap: 8.167 eV

***

(4)
Molecular formula: C4H13NO2
Method: DFT, the ωB97M-V functional and the def2-TZVPD basis

Geometry as XYZ:
```
20
Properties=species:S:1:pos:R:3
H 1.920 0.733 0.663
H 1.420 3.549 -2.018
H -0.453 0.824 0.148
H -2.584 -2.118 0.753
C -0.334 0.145 -0.705
H -1.607 -1.404 -1.344
C 1.961 0.286 -0.338
H -0.002 -0.757 3.376
H 2.973 0.039 -0.665
O 0.720 2.919 -2.204
H -2.522 -0.387 0.898
H -0.221 -1.976 -0.288
O 0.791 -0.318 3.061
H 1.064 2.333 -2.886
H 0.951 -0.525 2.140
H -0.887 0.589 -1.533
C -1.897 -1.279 0.799
C -1.017 -1.250 -0.445
N 1.040 -0.024 -1.126
H -1.317 -1.380 1.712
```

Properties
Energy above the lowest of the compared OMol25 structures with the same formula, charge and spin: 1.403 eV
HOMO energy: -9.7278 eV
Strongest force on any atom: 1.44 eV Å⁻¹
Lowest unoccupied orbital energy: 0.87 eV
Orbital gap: 10.595 eV

***

(5)
Molecular formula: C21H51NO5
Method: DFT, the ωB97M-V functional and the def2-TZVPD basis

Geometry as XYZ:
```
78
Properties=species:S:1:pos:R:3
H 2.357 2.674 0.553
C -0.428 0.824 -4.612
C -0.570 -1.082 -7.249
H 0.640 1.457 -6.428
H 1.276 -3.791 3.488
H 0.159 2.068 -2.991
H -2.586 -2.735 -6.748
H -3.031 -0.157 -7.374
C 0.859 1.162 -5.394
C 0.047 2.131 1.760
C 3.887 -2.536 2.498
H 0.668 0.401 -2.730
H 2.936 0.109 2.429
H 4.892 -1.642 0.850
H -1.010 0.778 -2.527
C 3.799 -0.108 1.798
C 1.659 2.264 -0.173
H 3.779 0.557 0.927
C -2.125 1.495 -6.352
C -2.646 0.068 -6.369
H -1.369 1.599 -7.131
H -0.608 -2.080 -7.686
C -1.558 -0.938 -6.066
C -1.978 3.687 7.542
H -1.738 -3.040 3.246
H -2.194 0.951 7.511
H -1.079 -4.005 5.404
H 1.048 -5.043 4.698
H -0.035 -2.416 6.549
H -2.995 3.373 7.785
H -3.502 -0.099 -5.710
H -0.124 3.205 1.661
H -1.498 1.269 5.199
C -1.162 -2.477 3.974
C -0.329 -3.386 4.880
H -0.323 1.517 -0.294
O 0.060 -1.446 -4.404
H -2.660 2.530 5.289
H 2.182 1.654 -0.915
H -0.856 1.663 2.145
C 3.911 -1.550 1.338
H 2.345 -1.150 0.231
C -1.211 2.555 6.932
C -1.596 2.321 5.465
H 1.280 3.048 -0.846
H -1.816 -1.837 4.572
H 1.536 0.313 -5.507
C 0.522 -4.326 4.067
H -0.773 -0.375 -8.057
C -1.520 1.817 -4.979
H -0.993 2.901 4.771
H -1.084 2.814 -5.033
H -0.142 2.784 6.942
H -2.317 1.728 -4.240
H -3.046 -2.186 -5.104
H -0.508 -1.742 3.479
H 0.882 2.044 2.466
O 0.823 0.125 0.597
H 4.136 -3.534 2.129
H 4.627 -2.293 3.261
H -2.921 2.220 -6.539
C 0.480 1.536 0.447
O 2.892 -1.923 0.423
H -2.059 4.526 6.844
H 1.403 1.980 -4.923
H 0.844 -0.109 1.532
C -2.227 -2.288 -5.818
H -1.514 -3.022 -5.433
H -1.487 4.074 8.434
H 4.708 0.167 2.340
O 0.480 -2.644 5.768
C -0.132 1.027 -3.133
H 2.867 -2.584 2.872
O -1.341 1.346 7.721
H -0.337 -1.903 -3.656
H -0.086 -4.877 3.349
H 0.460 -0.914 -6.942
N -0.934 -0.527 -4.802
```

Properties
Energy above the lowest of the compared OMol25 structures with the same formula, charge and spin: 0.528 eV
HOMO energy: -8.4415 eV
Strongest force on any atom: 1.36 eV Å⁻¹
Lowest unoccupied orbital energy: 0.57 eV
Orbital gap: 9.009 eV

***

(6)
Molecular formula: C39H47BrCl3DyI2N3O7P2
Method: DFT, the ωB97M-V functional and the def2-TZVPD basis

Geometry as XYZ:
```
105
Properties=species:S:1:pos:R:3
O -3.233 -0.277 2.645
H 5.800 -1.562 1.665
C -3.938 -3.381 0.407
C -3.321 -3.221 -0.966
C 1.611 4.359 2.218
N 0.345 -0.258 3.226
H 4.560 3.112 0.629
H 3.081 -1.551 -0.545
H -2.539 2.643 0.149
C 2.031 1.509 3.439
H 1.688 1.408 7.296
H -5.923 -2.859 -0.246
O -3.867 -2.075 1.128
H -5.442 0.386 5.047
H 2.140 5.445 -1.453
H -3.708 -4.544 2.216
H 7.515 0.020 0.812
C -4.529 -1.945 3.966
O 0.030 -2.366 -0.515
C -1.782 0.362 -5.298
Cl 0.053 -5.275 -0.386
C 0.027 0.150 -6.875
H -2.398 3.237 2.539
C -4.904 0.522 4.106
I -1.549 -0.097 -2.327
C 2.874 2.275 4.248
N 2.996 -0.720 -1.107
C 1.294 -4.271 0.328
H 0.386 0.203 -7.897
P 2.059 1.608 1.611
H -3.438 -4.155 -1.521
H -2.252 -3.002 -0.905
H -2.212 0.444 4.849
H -5.325 -2.025 3.223
H 1.217 1.573 -2.304
H -2.128 -1.344 4.959
H 1.460 4.076 3.253
C 1.467 5.699 1.857
Cl 1.625 -4.792 1.973
C -3.236 -4.445 1.234
H 0.905 -1.085 3.044
H -3.316 -5.403 0.717
C -0.909 0.023 -4.276
C -3.877 -0.573 3.938
H 2.381 3.087 -0.821
H -5.586 -4.604 -0.194
H -3.817 -2.422 -1.523
C 3.842 1.202 1.318
N 1.803 -0.126 -1.226
H 1.933 -0.428 -6.054
C 5.527 -0.539 1.430
H 6.877 2.360 0.314
C 1.794 1.431 6.217
H -3.243 -0.430 5.990
C 1.941 3.401 1.266
H -1.989 0.692 -7.400
C 2.761 2.241 5.627
C 0.892 -0.198 -5.848
H -4.958 -2.103 4.959
H 3.421 2.844 6.242
O -1.397 -1.889 1.887
C 6.489 0.349 0.953
H -5.864 -3.710 1.315
C 1.119 0.650 4.045
C -1.305 0.426 -6.603
H -0.661 2.917 2.549
H 3.620 2.914 3.783
H -2.178 -4.214 1.375
O -2.279 -0.170 0.407
C 0.984 0.627 5.432
Br -3.614 0.746 -5.016
P -2.670 -1.177 1.499
Dy -0.139 -0.384 0.584
H -5.622 0.495 3.282
H 1.210 6.432 2.616
H -0.421 2.416 -0.919
C 3.966 -0.095 -1.790
H -1.829 1.595 2.303
I 4.262 2.432 -3.548
C -1.604 2.639 2.081
C 2.028 0.920 -2.012
C 3.372 0.987 -2.399
C 0.885 -2.764 0.310
H 0.257 -0.039 5.893
H -3.798 -2.739 3.782
C 4.219 -0.115 1.607
C -2.793 -0.473 4.995
C 0.420 -0.264 -4.546
O 1.486 -1.977 1.104
C -5.421 -3.652 0.316
Cl 2.790 -4.369 -0.660
H 4.993 -0.438 -1.783
C 1.983 5.147 -0.421
C -1.583 2.898 0.597
C 2.116 3.815 -0.061
H -4.420 1.503 4.116
O -0.551 2.088 -0.027
H -0.467 -0.595 3.720
H 1.085 -0.555 -3.742
H 3.478 -0.821 1.976
H 1.547 7.140 0.267
C 6.130 1.657 0.670
C 4.813 2.085 0.854
C 1.653 6.096 0.542
H -1.353 3.941 0.389
```

Properties
Net charge: +1
HOMO energy (alpha / beta): -10.9443 / -10.9541 eV
2S+1: 6
Strongest force on any atom: 2.20 eV Å⁻¹
Lowest unoccupied orbital energy (alpha / beta): -2.91 / -1.64 eV
Orbital gap (alpha / beta): 8.030 / 9.316 eV

***

(7)
Molecular formula: C4H8O2
Method: DFT, the ωB97M-V functional and the def2-TZVPD basis

Geometry as XYZ:
```
14
Properties=species:S:1:pos:R:3
C 0.392 -0.799 -0.988
H 0.769 1.229 0.661
H 0.694 -0.622 2.284
O -1.136 0.888 -0.058
C 0.188 -0.545 1.316
H 0.203 1.317 -1.537
C -0.213 0.881 1.011
H -0.258 -1.683 -1.024
H -1.185 0.303 -1.998
H -0.583 1.528 1.808
O 1.098 -0.846 0.250
H 1.120 -0.872 -1.806
H -0.650 -1.259 1.296
C -0.439 0.481 -1.216
```

Properties
Energy above the lowest of the compared OMol25 structures with the same formula, charge and spin: 1.899 eV
HOMO energy: -9.3668 eV
Strongest force on any atom: 0.93 eV Å⁻¹
Lowest unoccupied orbital energy: 1.11 eV
Orbital gap: 10.480 eV

***

(8)
Molecular formula: C13H22N2S
Method: DFT, the ωB97M-V functional and the def2-TZVPD basis

Geometry as XYZ:
```
38
Properties=species:S:1:pos:R:3
H 1.068 3.260 2.525
C 0.219 2.603 2.322
C -0.564 1.707 -1.463
C 0.110 -0.969 0.954
H -2.668 1.414 -1.783
H -0.340 2.489 3.254
C -0.684 3.277 1.284
H -1.508 2.604 1.040
N 1.298 -1.584 1.250
C -0.510 -1.406 -0.175
C -1.815 -1.051 -0.805
H -0.754 -0.789 -2.672
H -0.518 1.232 -0.489
S 0.453 -2.674 -0.920
H -2.506 -0.811 -2.835
H -1.131 4.159 1.747
H -1.717 1.433 -3.266
H 1.201 1.318 0.902
H 0.128 4.781 -0.041
H -1.757 3.485 -1.174
C 0.036 3.693 -0.010
H -1.282 0.531 1.540
C -0.322 0.134 1.868
H -2.406 -1.970 -0.878
C 0.751 1.235 1.892
H -0.312 3.744 -2.141
H 3.288 -3.164 1.254
C -1.685 -0.443 -2.217
H 1.049 3.288 -0.025
H 2.793 -4.045 -0.125
H -2.362 -0.366 -0.155
H 0.374 1.486 -1.978
N 2.782 -3.176 0.383
C 1.618 -2.473 0.386
C -1.726 1.085 -2.230
H 1.545 0.923 2.572
C -0.701 3.219 -1.266
H -0.454 -0.266 2.876
```

Properties
Energy above the lowest of the compared OMol25 structures with the same formula, charge and spin: 0.000 eV
HOMO energy: -7.7687 eV
Strongest force on any atom: 0.99 eV Å⁻¹
Lowest unoccupied orbital energy: 0.69 eV
Orbital gap: 8.455 eV

***

(9)
Molecular formula: C6H11NO2
Method: DFT, the ωB97M-V functional and the def2-TZVPD basis

Geometry as XYZ:
```
20
Properties=species:S:1:pos:R:3
C -0.688 0.307 -0.312
H -1.632 0.639 1.527
H 3.625 -1.566 -0.150
O 3.039 -1.631 0.616
H -1.823 -1.521 -0.563
H -2.819 -0.054 -0.664
C 2.282 -0.513 0.690
H 1.721 -0.519 1.565
H -0.535 -0.741 1.500
N 1.701 1.097 -0.756
C -1.778 -0.453 -0.939
H 0.184 0.824 1.429
C -0.687 0.303 1.150
O 3.843 1.389 0.028
H 1.402 2.115 -0.773
H -1.666 -0.394 -2.001
H -0.811 1.476 -0.544
C 2.786 0.741 0.057
C 0.814 -0.006 -0.731
H 0.830 -0.569 -1.675
```

Properties
Energy above the lowest of the compared OMol25 structures with the same formula, charge and spin: 3.654 eV
HOMO energy: -8.7404 eV
Strongest force on any atom: 4.02 eV Å⁻¹
Lowest unoccupied orbital energy: 0.73 eV
Orbital gap: 9.474 eV

***

(10)
Molecular formula: C3H3FN2S2
Method: DFT, the ωB97M-V functional and the def2-TZVPD basis

Geometry as XYZ:
```
11
Properties=species:S:1:pos:R:3
F 0.871 -2.808 0.322
C 0.475 -1.572 0.097
S -1.179 1.003 -2.138
N -0.327 0.125 -0.916
C 0.638 -0.472 0.942
C 0.193 0.635 0.244
S -0.021 2.320 0.702
N -0.109 -1.248 -1.030
H 0.998 -0.511 1.953
H -2.431 0.380 -1.902
H 0.891 2.148 1.725
```

Properties
Energy above the lowest of the compared OMol25 structures with the same formula, charge and spin: 0.094 eV
HOMO energy: -8.9993 eV
Strongest force on any atom: 1.80 eV Å⁻¹
Lowest unoccupied orbital energy: 0.51 eV
Orbital gap: 9.512 eV

***

- Which of these has the lowest strongest force on any atom?
  C4H8O2

***

- What is the strongest force on any atom in the seventh record?
  0.93 eV Å⁻¹

***

- What is the strongest force on any atom in the fifth record?
  1.36 eV Å⁻¹